[1]
A single CH4S2 molecule, computed with ωB97M-V with the def2-TZVPD basis set.

The geometry in XYZ format:
```
7
Properties=species:S:1:pos:R:3
C 0.13714 -0.33324 0.36480
S -0.88595 -0.18584 -1.01296
S 0.92411 1.36880 0.52665
H -0.26333 -0.69354 1.33837
H 0.99222 -0.91177 0.13426
H -2.08438 -0.51347 -0.41643
H 1.18018 1.26905 -0.93469
```

Values from the calculation:
- HOMO energy (Eh) = -0.3223
- frontier orbital gap (eV) = 9.359
- relative energy (zero: lowest compared OMol25 entry of this formula, charge and spin) (kcal per mole) = 23.6
- net charge = 0
- SMILES = SCS

Atomic partial charges in e from the natural (NBO) method, atoms 1 to 6: C -0.680; S 0.010; S -0.072; H 0.251; H 0.221; H 0.138


[2]
A molecular structure, C4H17AlN8O5, computed with ωB97M-V with the def2-TZVPD basis set.

The geometry in XYZ format:
```
35
Properties=species:S:1:pos:R:3
Al -27.22147 6.43867 -23.02512
O -26.33024 4.81418 -24.82891
H -25.87603 5.52356 -25.31122
C -26.59846 10.24867 -24.25363
O -27.03346 9.16976 -23.80961
N -25.37060 10.72719 -23.91044
N -27.33142 11.08908 -24.99640
H -24.79585 10.06390 -23.42491
H -25.12918 11.57050 -24.39790
H -28.20039 10.76571 -25.38702
H -27.07697 11.98352 -25.37984
C -23.89510 4.51189 -22.35089
O -24.77358 5.34435 -22.01164
N -23.78501 4.07263 -23.62082
N -22.87971 4.24649 -21.52101
H -24.51597 4.34887 -24.25914
H -23.03252 3.43724 -23.82089
H -22.08873 3.71239 -21.83609
H -22.84852 4.68079 -20.61472
C -27.28090 2.69195 -22.09568
O -27.58973 3.87392 -21.83592
N -27.65963 1.65644 -21.32796
N -26.65276 2.32616 -23.22546
H -27.30397 0.72127 -21.42641
H -28.23645 1.77995 -20.51164
H -26.31824 3.01216 -23.88153
H -26.46604 1.35652 -23.41002
C -27.70453 7.55353 -26.68485
O -28.25105 7.34917 -25.58776
N -26.98476 6.61925 -27.35145
N -28.03372 8.60612 -27.47846
H -26.85646 6.67873 -28.34599
H -26.71067 5.77009 -26.89439
H -27.54411 8.65794 -28.35412
H -28.77068 9.25578 -27.27921
```

Values from the calculation:
- HOMO energy (Eh) = -0.5857
- frontier orbital gap (eV) = 3.961
- relative energy (zero: lowest compared OMol25 entry of this formula, charge and spin) (kcal per mole) = 91.6
- net charge = +2

Atomic partial charges in e from the natural (NBO) method, atoms 1 to 6: Al 1.769; O -0.932; H 0.440; C 0.796; O -0.724; N -0.799


[3]
A molecular structure, C39H73B2Br2Cl4F18KN8O13PS, computed with ωB97M-V with the def2-TZVPD basis set.

The geometry in XYZ format:
```
162
Properties=species:S:1:pos:R:3
C -3.20693 5.01277 -0.20459
C -3.18322 4.48714 1.33247
O -1.98341 3.74388 1.66147
C -1.97902 3.35397 3.01603
O -3.06452 3.24524 3.63820
C -0.65042 3.05728 3.81937
C -0.20307 1.51068 3.62690
C 0.83865 1.47872 2.41608
C 1.32623 0.00964 2.02963
C 1.01316 -1.21228 3.00718
N 1.98897 -2.26776 2.50437
C 2.79045 -1.80767 1.33221
C 2.86857 -0.22157 1.57930
C 3.68634 0.31020 2.88459
C 4.91765 -0.68219 3.25146
C 5.67418 -0.18242 4.59796
F 5.20503 1.15013 4.79503
F 5.23972 -1.06177 5.61292
C 7.23403 -0.26090 4.28962
F 7.56928 0.67681 3.28363
F 7.47303 -1.53038 3.69352
S 8.37490 -0.15942 5.76712
F 8.87252 1.35794 5.21912
F 9.59534 -0.79099 4.78969
F 7.96327 -1.65890 6.32144
F 7.27254 0.62661 6.71662
F 9.46218 -0.04176 7.01351
C 3.00247 0.69172 0.25463
C 4.46832 0.68542 -0.37324
N 4.35043 1.18462 -1.79086
N 5.34006 1.71031 0.30976
N 5.10051 -0.66248 -0.46098
H -2.98329 4.18255 -0.95030
H -4.29547 5.31886 -0.39941
H -2.54390 5.93367 -0.35632
H -4.15315 3.88627 1.47313
H -3.21124 5.43603 1.97778
H 0.19160 3.68484 3.36497
H -0.74469 3.34407 4.91086
H 0.31894 1.21111 4.60537
H -1.14271 0.88700 3.43867
H 0.33001 1.92561 1.49547
H 1.70496 2.19416 2.65550
H 0.75824 -0.26463 1.06508
H 1.41243 -1.06174 4.07272
H -0.05115 -1.57715 3.13492
H 1.49790 -3.12496 2.18879
H 2.57057 -2.63078 3.28406
H 2.31805 -1.94522 0.30767
H 3.86235 -2.15753 1.20678
H 4.13731 1.31040 2.54443
H 3.00587 0.48930 3.77896
H 5.60272 -0.63887 2.33819
H 4.54896 -1.74976 3.45523
H 2.23425 0.34300 -0.51780
H 2.74090 1.78579 0.47079
H 5.27100 1.11036 -2.25817
H 3.69053 0.60818 -2.32532
H 5.74591 2.30710 -0.42028
H 6.05672 1.25705 0.88546
H 5.44604 -0.87561 -1.40022
H 5.82500 -0.81323 0.24739
C -3.38846 0.40275 -3.49136
C -3.17116 1.69876 -2.77724
O -2.78175 1.28723 -1.47807
C -2.16983 0.08343 -1.64481
O -1.48072 -0.44102 -0.81786
O -2.43258 -0.45011 -2.86903
F -4.32309 2.39910 -2.67953
H -4.39237 -0.00182 -3.33383
H -3.20633 0.48210 -4.56356
H -2.39048 2.32796 -3.21360
O 9.29603 -3.41772 -6.16862
P 8.78792 -3.15801 -4.74987
O 7.63914 -4.36108 -4.70307
C 7.92175 -5.66674 -5.19426
C 8.10860 -6.63919 -4.04509
O 7.79188 -1.89135 -5.12101
C 8.12674 -1.00188 -6.18291
C 7.30665 -1.33839 -7.41234
O 8.38886 -2.80346 -3.12756
C 8.85370 -3.66073 -2.09668
C 10.34953 -3.88982 -2.15403
H 8.80297 -5.68966 -5.83700
H 7.06376 -5.97672 -5.79725
H 9.02213 -6.40674 -3.49032
H 8.18856 -7.66428 -4.41288
H 7.27437 -6.57950 -3.34152
H 9.19770 -1.02168 -6.39453
H 7.88515 0.01203 -5.84996
H 7.44135 -2.38018 -7.71089
H 7.58206 -0.69730 -8.25256
H 6.24097 -1.20777 -7.20625
H 8.30237 -4.60269 -2.12415
H 8.60238 -3.18014 -1.14661
H 10.63764 -4.39498 -3.08273
H 10.67637 -4.50666 -1.31476
H 10.88656 -2.93851 -2.12472
C -6.47457 -0.35767 1.59711
C -6.07895 0.80896 0.71837
C -6.89935 2.04094 0.95098
O -6.84942 2.69128 -0.30702
C -6.66073 1.71236 -1.24057
O -6.76253 1.87492 -2.41315
O -6.34080 0.52676 -0.65323
H -6.43947 -0.08838 2.65471
H -7.47980 -0.71300 1.35283
H -5.79787 -1.19933 1.43173
H -5.00928 1.01712 0.82517
H -6.47636 2.67747 1.73017
H -7.94673 1.83025 1.19221
B 1.76727 -5.38759 5.03198
F 2.35364 -6.60607 5.46890
F 0.82284 -4.93206 6.00043
F 2.78877 -4.39469 4.85826
F 1.09773 -5.59561 3.77406
B -4.06751 8.55607 -1.75121
F -4.21475 8.22880 -0.35780
F -3.38081 7.48786 -2.42867
F -5.36343 8.73662 -2.33735
F -3.31527 9.76029 -1.87934
C -8.77499 -0.50280 -4.39100
Cl -7.07989 -0.16965 -4.79146
Cl -9.45771 0.87148 -3.48822
Cl -9.69895 -0.74070 -5.88541
Cl -8.87193 -1.96983 -3.39332
C -2.35104 -8.04906 5.31610
C -1.86733 -7.75016 3.90890
N -2.74992 -6.80587 3.20652
C -4.09902 -6.98708 2.97287
C -4.52083 -5.92232 2.24179
N -3.42006 -5.11988 2.03500
C -2.35691 -5.66514 2.63827
C -3.39497 -3.87907 1.26314
H -3.36597 -8.45429 5.31133
H -1.70231 -8.78380 5.79488
H -2.35907 -7.14139 5.92448
H -1.82955 -8.66768 3.31622
H -0.85858 -7.33148 3.93973
H -4.59197 -7.85905 3.36250
H -5.47342 -5.63673 1.83143
H -1.35625 -5.25808 2.65104
H -2.68977 -3.98787 0.43838
H -3.09142 -3.05881 1.91292
H -4.38589 -3.67331 0.85886
C -6.81679 11.88203 -4.72829
O -6.71877 12.75561 -5.58025
N -7.91594 11.75057 -3.93860
N -5.84321 10.97120 -4.49603
H -8.01603 11.04239 -3.23461
H -8.66302 12.40879 -4.07952
H -5.01244 11.03436 -5.05909
H -5.90696 10.24677 -3.79998
Br -12.60730 6.48722 -2.90798
C -11.97896 4.67959 -3.26600
C -12.23718 3.76961 -2.09169
Br -10.94859 4.08614 -0.65610
H -10.92487 4.75518 -3.53114
H -12.54568 4.34831 -4.13770
H -12.09604 2.72519 -2.37653
H -13.22965 3.89248 -1.65991
K -9.60371 2.17805 0.05179
```

Values from the calculation:
- HOMO energy (Eh) = -0.3421
- frontier orbital gap (eV) = 5.848
- net charge = +1

Atomic partial charges in e from the Löwdin method, atoms 1 to 6: C -0.052; C -0.212; O -0.049; C -0.389; O 0.026; C -0.079


[4]
7 unconnected molecules or ions with the total composition C5H24N2O7, computed with ωB97M-V with the def2-TZVPD basis set.

The geometry in XYZ format:
```
38
Properties=species:S:1:pos:R:3
N 0.27976 1.78462 1.47417
C 0.41708 0.32786 1.86539
C -0.81760 -0.29429 2.32476
C -0.59921 -1.78182 2.74459
C -2.08102 -0.10780 1.41250
C 1.01988 -0.33816 0.59542
N 2.11720 -0.99803 0.87780
O 0.56583 -0.41084 -0.56493
H -0.36888 2.04894 0.85820
H 0.05630 2.24771 2.31318
H 1.31132 0.42412 2.59869
H -1.05963 0.14998 3.36705
H -1.65688 -2.35579 2.80872
H -0.12232 -1.89635 3.73866
H -0.12912 -2.45470 2.06260
H -2.93920 -0.48460 1.94563
H -2.09678 0.93007 0.90377
H -1.79861 -0.66324 0.47725
H 2.43758 -0.79708 1.82303
H 2.67113 -1.70384 0.32820
H 3.26534 2.34254 -0.08719
H 2.53947 3.64339 0.07056
O 3.26544 3.17592 0.51847
H 0.78190 1.14574 -1.54129
H 1.28922 2.53762 -2.18323
O 0.78420 1.79565 -2.25284
H -2.16301 -2.33977 -3.09607
H -2.87870 -1.13097 -2.29264
O -2.76935 -1.69693 -3.12321
H 1.21331 -0.21304 -3.64682
H 0.89064 -1.15322 -2.75374
O 1.69608 -1.01734 -3.33298
H -0.90568 2.41683 -1.50470
H -2.32109 2.52674 -1.78752
O -1.80197 2.56595 -1.02849
H 0.15511 -2.22690 -1.39214
H 0.17372 -3.38560 -2.48673
O -0.42148 -2.61336 -2.03411
```

Values from the calculation:
- HOMO energy (spin up / spin down) (Eh) = 0.0189 / -0.2488
- frontier orbital gap (spin up / spin down) (eV) = 2.452 / 9.622
- relative energy (zero: lowest compared OMol25 entry of this formula, charge and spin) (kcal per mole) = 52.7
- spin multiplicity = 2
- net charge = -1
- ⟨S²⟩ = 0.75

Atomic partial charges in e from the natural (NBO) method, atoms 1 to 6: N -0.829; C -0.201; C -0.251; C -0.678; C -0.652; C 0.540


[5]
A molecular structure, CH2MnN2O7PS2, computed with ωB97M-V with the def2-TZVPD basis set.

The geometry in XYZ format:
```
16
Properties=species:S:1:pos:R:3
O 1.98970 -1.85747 1.69241
C 2.40267 -1.03174 1.01104
N 2.87381 -0.17162 0.25969
S 1.92714 0.42974 -0.94644
O 0.89629 -0.58048 -1.23320
O 2.78792 0.85633 -1.99204
N 1.14861 1.70273 -0.34728
S 0.03162 1.38999 0.66670
O 0.32927 0.53145 1.78428
O -0.90721 2.46264 0.82939
P -1.21497 -0.01306 -0.65597
O -1.11759 -1.55107 -0.29426
O -2.80363 0.32310 -0.36437
H -0.46593 -1.98632 -0.88039
H -3.15248 -0.22367 0.48342
Mn -4.72522 -0.28058 -0.01301
```

Values from the calculation:
- HOMO energy (spin up / spin down) (Eh) = -0.4856 / -0.5023
- frontier orbital gap (spin up / spin down) (eV) = 6.085 / 6.945
- spin multiplicity = 6
- net charge = +1
- ⟨S²⟩ = 9.09

Atomic partial charges in e from the natural (NBO) method, atoms 1 to 6: O -0.404; C 0.939; N -0.824; S 2.436; O -1.022; O -0.830


[6]
A molecular structure, C23H46AsHfN5O4PS, computed with ωB97M-V with the def2-TZVPD basis set.

The geometry in XYZ format:
```
82
Properties=species:S:1:pos:R:3
Hf 0.45561 -0.06586 -0.17284
C 3.13166 1.81158 -1.73165
C 1.92654 1.86655 -2.65734
N 0.98501 0.72796 -2.40727
C -0.25741 0.85256 -3.20389
C -1.27295 1.63242 -2.41176
N -1.47480 1.01792 -1.06539
C -2.32876 1.94466 -0.25588
C -2.75885 1.37192 1.07762
C -1.70386 1.50199 2.16040
N -0.37628 0.86540 1.87020
C 0.72147 1.70990 2.42215
C 1.06011 2.74651 1.38093
N 1.36270 2.09035 0.05861
C 2.82102 2.23466 -0.28938
H 3.90454 2.47190 -2.12242
H 3.54817 0.80621 -1.76348
H 2.25545 1.82078 -3.69455
H 1.37744 2.80656 -2.55381
H 1.48631 -0.09272 -2.73971
H -0.63981 -0.14420 -3.41938
H -0.07166 1.34460 -4.15991
H -2.21753 1.68518 -2.95275
H -0.93813 2.66002 -2.25842
H -2.04750 0.18188 -1.20875
H -3.20726 2.19859 -0.84963
H -1.76512 2.87025 -0.11505
H -3.05717 0.33350 0.95095
H -3.63763 1.92515 1.41338
H -2.07928 1.09538 3.09862
H -1.52301 2.56317 2.32918
H -0.36178 -0.01710 2.37715
H 1.58012 1.08466 2.63710
H 0.42802 2.18987 3.35564
H 1.90296 3.35543 1.70213
H 0.21254 3.41707 1.23549
H 0.89219 2.65575 -0.64258
H 3.41143 1.66450 0.42627
H 3.08192 3.28387 -0.15238
C -3.76411 -1.99886 3.45424
As -3.30263 -2.66734 1.72454
C -4.74458 -2.22970 0.54563
C -3.19002 -4.56962 1.82690
S -1.40790 -1.89843 1.07167
H -4.65797 -2.52846 3.78681
H -3.97468 -0.93429 3.39388
H -2.94848 -2.18927 4.14638
H -5.64081 -2.70842 0.94504
H -4.54784 -2.61487 -0.45138
H -4.89712 -1.15392 0.51842
H -4.15026 -4.93810 2.19192
H -2.40039 -4.84848 2.52024
H -2.98785 -4.97990 0.84095
O 2.31860 -0.97249 -0.78547
C 2.75152 -0.98983 0.42607
O 1.85493 -0.66652 1.29988
C 4.12914 -1.26195 0.76907
C 4.94055 -1.94987 -0.13776
C 6.28406 -2.10772 0.13899
C 6.78725 -1.52988 1.29038
C 6.00528 -0.85351 2.20835
C 4.65285 -0.73761 1.95332
N 8.25312 -1.61885 1.54098
O 8.87851 -2.35551 0.81592
O 8.70332 -0.85379 2.36178
H 4.51770 -2.37083 -1.04041
H 6.94598 -2.65595 -0.51764
H 6.46070 -0.43310 3.09466
H 4.00513 -0.23853 2.66368
C -1.61875 -2.82571 -2.38887
P 0.01766 -2.34342 -1.75848
C 0.59969 -3.83274 -0.88457
C 1.04764 -2.43756 -3.26589
H -1.52880 -3.76798 -2.93113
H -2.01883 -2.07518 -3.07448
H -2.30939 -2.95436 -1.55993
H 0.54022 -4.67254 -1.57688
H -0.00524 -4.03541 -0.00719
H 1.63925 -3.71009 -0.57775
H 0.93021 -3.43088 -3.69824
H 2.09940 -2.29784 -3.01359
H 0.75718 -1.71262 -4.02901
```

Values from the calculation:
- HOMO energy (Eh) = -0.6248
- frontier orbital gap (eV) = 8.155
- net charge = +3

Atomic partial charges in e from the Löwdin method, atoms 1 to 6: Hf 1.570; C -0.130; C -0.157; N -0.145; C -0.180; C -0.167


[7]
A single C3H3N3O2 molecule, computed with ωB97M-V with the def2-TZVPD basis set.

The geometry in XYZ format:
```
11
Properties=species:S:1:pos:R:3
C 0.38494 0.00718 -0.25380
C -2.95672 0.06107 0.01496
C 1.12159 1.16562 -0.17811
H 1.71505 -2.47252 0.08278
H -4.16150 -0.43354 -0.01977
H -2.80145 1.25727 -0.36371
N 0.81767 -1.14073 0.22805
N -1.90396 -0.58808 0.23194
N 1.65259 2.22851 0.25760
O 2.11419 -1.50659 -0.09690
O -0.86608 0.35005 -0.18069
```

Values from the calculation:
- HOMO energy (Eh) = -0.3472
- frontier orbital gap (eV) = 9.142
- relative energy (zero: lowest compared OMol25 entry of this formula, charge and spin) (kcal per mole) = 211.4
- net charge = 0
- SMILES = C=NO/C(C#N)=N/O

Atomic partial charges in e from the natural (NBO) method, atoms 1 to 6: C 0.342; C -0.102; C 0.205; H 0.513; H 0.243; H 0.212


[8]
2 unconnected molecules or ions with the total composition C7H5N2O3P, computed with ωB97M-V with the def2-TZVPD basis set.

The geometry in XYZ format:
```
18
Properties=species:S:1:pos:R:3
C 3.84121 -2.12971 0.09587
C -1.50491 0.21825 0.80185
C -0.84660 -0.96266 0.42820
C -0.62384 1.26113 0.62628
C 0.37980 -0.57262 -0.24025
C 1.00629 -1.30519 -1.26161
C 3.19440 -0.96624 -0.06306
N 4.23823 -3.23193 0.25985
N 0.43315 0.78382 -0.10396
O 5.13448 1.16786 0.09993
O 2.83803 1.62528 -1.05199
O 2.95069 -0.03825 1.01258
P 3.77464 0.67164 -0.30288
H -2.56267 0.27993 1.01704
H -1.25576 -1.87772 0.34968
H -0.93829 2.35004 0.89441
H 0.94038 -2.38352 -0.96098
H 1.40276 1.32286 -0.31828
```

Values from the calculation:
- HOMO energy (Eh) = 0.0226
- frontier orbital gap (eV) = 5.559
- relative energy (zero: lowest compared OMol25 entry of this formula, charge and spin) (kcal per mole) = 54.8
- net charge = -2

Atomic partial charges in e from the natural (NBO) method, atoms 1 to 6: C 0.251; C -0.355; C -0.333; C -0.090; C 0.017; C -0.337